Record 1
15
Properties=species:S:1:pos:R:3:forces:R:3:mulliken_charge:R:1 method="wB97M-V/def2-TZVPD" s_squared=12.01 multiplicity=7 orbital_gap_ev="3.67 / 6.42"
O 0.3009 -2.1454 -0.1660 -0.2 -0.5 -1.4 -0.73
C 0.7177 -1.3714 -1.2564 -0.5 -1.3 -0.5 -0.03
C -0.0650 -0.0613 -1.3346 5.5 2.4 1.1 0.18
Li -0.2109 -3.8181 -0.2251 0.1 0.3 0.4 0.59
H 0.5986 -1.9000 -2.2206 0.0 0.2 0.2 0.29
H 1.8088 -1.1593 -1.1586 -0.7 0.5 -0.1 0.24
F 0.7544 0.7516 -2.2327 -2.4 -1.1 0.9 -0.27
C -0.5182 1.6642 0.2805 -0.4 1.7 0.5 0.28
C -0.4496 2.2623 1.4701 0.1 -0.4 -0.6 -0.72
O 0.2226 0.5493 -0.0249 -1.6 -1.0 -2.1 -0.21
H -1.1107 2.0439 -0.5577 0.2 -0.2 0.4 0.28
F -1.4555 -0.8527 2.0748 0.1 0.0 -0.2 -0.65
H 0.1711 1.8685 2.2765 -0.2 0.1 -0.2 0.19
H -1.0310 3.1670 1.6444 0.2 -0.3 -0.1 0.23
Fe 0.2668 -0.9986 1.4303 0.0 -0.3 1.9 0.31

=====

Record 2
79
Properties=species:S:1:pos:R:3:forces:R:3:mulliken_charge:R:1 method="wB97M-V/def2-TZVPD" charge=-3 relative_energy_kcal_mol=14.95 orbital_gap_ev=3.61
Cu -16.8542 -13.3609 -1.5139 0.1 0.8 -0.3 1.12
S -15.7733 -9.9528 -1.7093 1.2 0.7 0.7 1.01
O -16.5586 -8.7238 -1.4154 -0.6 -0.1 0.1 -0.80
O -14.5002 -9.8793 -0.9301 -0.1 0.2 0.5 -0.93
O -16.5492 -11.1639 -1.2969 -0.8 -0.6 1.0 -0.90
O -15.4477 -10.0703 -3.1004 -0.1 0.3 -1.8 -0.69
S -15.1414 -13.9707 -3.6081 1.1 -0.4 -3.0 1.18
O -14.5138 -13.0000 -4.5043 0.1 -0.3 -0.2 -0.74
O -14.6827 -13.7081 -2.2318 0.1 -0.2 1.7 -0.75
O -16.6239 -13.8608 -3.7189 -0.9 0.0 1.3 -0.84
O -14.7737 -15.3752 -3.9877 0.0 -0.1 0.4 -0.84
C -11.7001 -11.2862 1.5951 0.5 -2.0 -0.2 -1.67
C -12.2042 -12.2546 0.4717 0.0 2.0 -0.1 0.73
C -11.8051 -13.7039 0.5768 0.0 0.3 0.4 -0.37
O -10.4525 -13.8160 0.0975 -0.2 -1.0 0.3 -0.34
C -10.0767 -15.1643 0.1369 0.9 -0.4 -0.5 -0.69
N -13.6134 -12.0193 0.3721 -1.0 -0.5 -0.1 -0.63
H -10.6398 -11.5139 1.7715 0.2 0.5 -0.1 0.34
H -12.1970 -11.5459 2.5329 -0.4 0.4 0.0 0.35
H -11.8668 -10.2753 1.2369 -0.1 0.1 0.4 0.38
H -11.6896 -11.8225 -0.4023 0.1 -0.6 -0.3 0.24
H -12.5326 -14.3257 0.0455 0.3 0.1 -0.7 0.33
H -11.8309 -14.1248 1.5945 0.0 0.4 0.3 0.13
H -8.9921 -15.3019 0.0373 0.1 0.6 0.2 0.29
H -10.4330 -15.7443 -0.7233 -0.7 0.1 0.2 0.27
H -10.3404 -15.6602 1.0763 -0.3 0.0 0.1 0.25
H -14.0851 -12.6082 -0.3164 0.4 -0.4 0.0 -0.08
H -13.8302 -11.1123 -0.1253 0.0 0.0 0.7 0.45
C -16.8000 -16.5965 -1.4347 0.6 -0.9 0.0 -1.94
C -16.1720 -16.2422 -0.0891 -1.5 1.5 0.6 0.86
C -14.9942 -17.1046 0.3152 0.8 0.1 0.4 -0.84
O -14.6001 -16.6932 1.6419 0.1 -0.6 0.1 -0.29
C -13.6337 -17.5486 2.2045 0.0 0.6 1.0 -0.87
N -15.9276 -14.7828 -0.0389 1.5 -1.1 -0.3 -0.14
H -15.9867 -16.7193 -2.1593 -0.2 -0.3 -0.2 0.49
H -17.4532 -15.8867 -1.9407 0.2 0.6 0.6 0.26
H -17.4085 -17.4947 -1.2706 0.3 -0.3 -0.4 0.42
H -16.9182 -16.3677 0.7102 0.0 -0.6 0.0 0.21
H -14.0587 -17.0270 -0.2512 -0.4 0.4 -0.8 0.46
H -15.2514 -18.1725 0.2947 -0.3 0.0 0.2 0.39
H -13.1633 -18.2433 1.5082 -0.3 -0.1 -0.1 0.39
H -14.0563 -18.0473 3.0856 -0.3 -0.6 -0.3 0.26
H -12.8208 -16.9951 2.6879 0.1 0.5 -0.5 0.24
H -15.1490 -14.7115 -0.7142 -0.2 1.0 -0.4 0.04
H -15.4749 -14.5519 0.8445 -0.3 0.1 0.1 0.20
C -21.2334 -12.8807 -0.4547 -0.3 -0.3 0.5 -1.44
C -19.8101 -13.1297 0.0160 -0.2 1.3 -1.4 0.88
C -19.7611 -13.7385 1.4157 1.1 -0.4 0.5 -1.06
O -20.2687 -15.0744 1.3836 -0.5 -0.1 -0.1 -0.37
C -20.8484 -15.5637 2.5667 0.7 0.0 -0.2 -0.89
N -19.0857 -13.9370 -0.9828 0.5 -1.4 1.3 -0.08
H -21.7519 -12.2853 0.3048 -0.2 0.0 -0.1 0.36
H -21.7146 -13.8576 -0.5648 -0.3 0.1 0.1 0.30
H -21.2824 -12.3537 -1.4066 0.2 0.1 0.0 0.27
H -19.2671 -12.1803 -0.0524 -0.1 0.2 0.9 -0.08
H -20.2458 -13.1979 2.2363 -0.6 0.5 -0.6 0.60
H -18.7280 -13.7781 1.7822 0.2 -0.1 -0.4 0.35
H -21.7259 -15.0005 2.8991 -0.2 0.1 -0.2 0.32
H -20.1415 -15.5707 3.4047 0.2 0.1 0.0 0.34
H -21.0959 -16.6024 2.3541 -0.3 0.0 0.1 0.25
H -19.4873 -14.0320 -1.9075 -0.3 0.5 0.1 0.10
H -19.1254 -14.8683 -0.5715 0.5 -0.2 -0.6 0.27
C -19.9620 -10.0046 -4.9843 1.0 1.3 -0.5 -1.54
C -19.0831 -9.7364 -3.7438 -2.0 -2.3 1.1 0.11
C -20.0209 -9.1839 -2.6456 -0.4 0.7 0.0 -0.80
O -21.1192 -10.0934 -2.3876 -0.5 -0.4 -0.6 -0.13
C -22.1858 -9.5108 -1.7018 0.9 1.0 0.3 -0.98
N -18.5888 -11.0339 -3.2771 0.7 0.8 -0.5 -0.14
H -20.3129 -9.0347 -5.3654 -0.6 0.0 0.2 0.42
H -20.7796 -10.6863 -4.7682 0.0 0.0 -0.1 0.24
H -19.3253 -10.3279 -5.8091 0.0 -0.6 0.2 0.38
H -18.2700 -9.0589 -3.9886 0.2 0.0 0.4 0.57
H -20.4515 -8.2337 -3.0009 -0.1 0.2 0.2 0.40
H -19.5949 -9.0621 -1.6479 0.8 0.3 -0.4 0.55
H -21.8103 -8.7181 -1.0372 0.1 -0.1 0.3 0.40
H -22.6826 -10.2433 -1.0673 -0.2 -0.2 -0.3 0.21
H -22.8790 -8.9531 -2.3451 -0.3 -0.4 -0.3 0.30
H -17.9728 -10.8840 -2.4763 0.4 -0.5 -0.1 -0.15
H -19.3098 -11.6953 -3.0245 -0.3 0.3 -0.1 0.09

=====

Record 3
24
Properties=species:S:1:pos:R:3:forces:R:3:mulliken_charge:R:1 method="wB97M-V/def2-TZVPD" charge=+2 relative_energy_kcal_mol=6.84 orbital_gap_ev="5.39 / 6.57"
O -2.1310 -1.2241 -3.7028 1.8 0.4 -2.2 -0.16
C -1.4110 -1.0750 -4.5885 -1.8 -0.4 2.2 0.16
Tl 1.3820 0.3110 -0.6667 -1.2 -0.1 1.4 0.73
C 3.8561 1.0090 -0.0667 5.2 0.8 3.8 0.23
O 4.7963 1.2205 0.6556 -4.6 -0.9 -3.2 -0.16
C 3.9751 0.6917 -1.6592 2.4 0.8 -6.0 0.31
O 4.8616 0.7298 -2.4787 -2.6 -0.2 4.1 -0.22
C 1.5461 3.1990 -0.9782 -0.1 3.5 -0.6 0.13
O 1.5175 4.3257 -1.1654 0.1 -3.2 0.6 -0.05
C 3.1426 -2.0261 -0.5625 1.7 -1.9 -0.2 0.16
O 3.8705 -2.8949 -0.6074 -1.6 1.7 0.1 -0.05
H 2.8613 0.6542 -2.0598 1.1 -0.3 0.2 0.23
S 0.6864 0.0482 1.8858 -0.5 -0.1 -0.2 -0.20
C -1.0196 -0.2161 1.6564 -3.4 -0.2 0.0 0.17
N -1.9840 0.7479 1.5872 2.0 -0.3 -0.5 -0.08
C -3.3211 0.2206 1.3254 -0.8 0.3 0.7 -0.40
C -3.0945 -1.2879 1.2907 -0.7 -0.5 0.6 -0.40
N -1.6607 -1.4043 1.5441 2.0 0.0 -0.3 -0.09
H -1.7984 1.7187 1.8127 0.0 -0.2 -0.2 0.25
H -3.8353 0.5851 0.4279 0.7 0.2 0.0 0.29
H -3.9532 0.5169 2.1622 -0.1 -0.1 0.0 0.29
H -3.4796 -1.7485 0.3695 0.8 0.1 0.1 0.29
H -3.6143 -1.7976 2.1034 -0.1 0.1 0.0 0.29
H -1.1926 -2.3037 1.7149 -0.3 0.8 -0.3 0.25

=====

Record 4
27
Properties=species:S:1:pos:R:3:forces:R:3:mulliken_charge:R:1 method="wB97M-V/def2-TZVPD" charge=+1 smiles=CN1CSc2ccc3c(c21)SC[N@@H+]3C relative_energy_kcal_mol=2.08 orbital_gap_ev=7.96
C 1.8278 -2.4538 -0.4884 -2.9 0.9 -1.8 -0.77
N 2.3113 -1.2155 0.0690 -1.4 0.3 0.6 0.00
C 3.7006 -0.9138 0.0764 1.4 0.2 -2.1 -0.59
S 3.9250 0.9189 0.1811 -0.3 -0.7 0.0 -0.15
C 2.1949 1.1041 0.2313 -0.5 0.3 0.8 0.89
C 1.5810 2.3225 0.4569 0.2 -1.6 -1.2 -0.98
C 0.2093 2.3668 0.3257 -1.9 0.7 0.7 -0.81
C -0.4583 1.1787 0.3474 -1.9 -0.7 -0.5 0.02
C 0.0987 -0.1061 0.3399 -0.2 0.2 0.3 -0.74
C 1.4905 -0.1318 0.1894 0.0 0.1 0.1 0.69
S -1.1277 -1.4186 0.6879 0.3 1.7 0.3 -0.02
C -2.3114 -0.0772 1.2365 -1.0 -0.5 -1.7 -0.34
N -2.0268 1.1156 0.2832 3.2 -1.4 1.1 -0.20
C -2.4897 0.7776 -1.1321 1.8 0.9 1.2 -0.64
H 2.0837 -2.4511 -1.6015 0.2 -0.8 1.4 0.36
H 2.0652 -3.3383 0.1140 0.1 0.2 -0.5 0.29
H 0.6290 -2.3350 -0.5773 2.8 -0.7 0.4 0.13
H 4.1701 -1.3243 0.9506 0.6 -0.6 0.0 0.40
H 4.1467 -1.2182 -0.9467 -0.3 0.0 1.9 0.37
H 2.2158 3.1454 0.5538 0.5 1.5 0.1 0.47
H -0.4396 3.2581 0.3264 0.9 -0.1 0.0 0.36
H -2.0616 0.2721 2.2520 -0.5 -0.3 -0.4 0.40
H -3.3945 -0.4605 0.9829 2.1 0.9 1.1 0.38
H -2.3764 1.9777 0.7068 -0.3 -0.1 -0.4 0.44
H -2.0809 -0.2761 -1.2528 -0.8 1.5 -0.5 0.31
H -3.5194 0.8745 -0.9139 -1.5 -0.4 -1.2 0.41
H -2.0789 1.6047 -1.7924 -0.6 -1.4 0.5 0.31

=====

Record 5
14
Properties=species:S:1:pos:R:3:forces:R:3:mulliken_charge:R:1 method="wB97M-V/def2-TZVPD" relative_energy_kcal_mol=126.57 orbital_gap_ev=8.61
C 0.9968 -1.2056 -0.6679 -0.4 2.0 -3.5 -1.85
C -0.0661 -0.1397 -0.6051 -2.4 1.8 1.2 0.37
C -0.3925 0.2765 0.9461 1.2 2.6 1.4 -0.04
C -0.3324 1.8124 1.1397 -4.3 1.1 -3.7 -0.41
H 0.6182 -1.9088 -0.0606 -0.6 -2.9 2.4 0.58
H 0.9992 -1.6438 -1.7143 0.5 0.8 1.2 0.30
H 1.8951 -0.7348 -0.3529 1.1 -0.2 0.2 0.43
H 0.2620 0.8946 -1.0296 -0.6 -2.0 0.5 0.29
H -0.9773 -2.4778 -1.5186 -1.7 3.7 0.0 0.12
H -0.7760 -0.0475 2.0246 0.9 -0.9 -3.0 0.30
H -0.6307 2.3821 2.0036 -0.3 -0.2 0.5 0.33
H -0.7526 2.3013 0.1446 1.4 -0.3 1.7 0.17
O 0.7942 1.1573 1.1544 2.8 -1.7 0.7 -0.37
S -1.6380 -0.6661 -1.4640 2.3 -3.7 0.2 -0.22

=====

Record 6
16
Properties=species:S:1:pos:R:3:forces:R:3:mulliken_charge:R:1 method="wB97M-V/def2-TZVPD" relative_energy_kcal_mol=107.37 orbital_gap_ev=8.66
C -1.4352 -0.0395 -1.5641 -0.1 0.0 -0.2 -0.58
O -0.8729 -0.5961 -0.3757 0.0 0.1 0.2 -0.30
C -0.5535 0.3345 0.5628 0.2 -0.2 0.1 -0.09
C -0.2571 -0.3571 1.8674 0.1 0.1 0.1 -1.21
C 1.5961 0.5524 -0.0921 0.1 0.1 0.1 -0.59
O 1.5985 -0.3756 -1.1013 -0.1 -0.1 0.1 -0.49
H -2.3559 0.5022 -1.3230 0.2 -0.1 0.0 0.29
H -0.7123 0.6354 -2.0385 -0.2 -0.1 0.1 0.30
H -1.6475 -0.8803 -2.2310 0.0 0.2 0.1 0.24
H 0.2756 1.1186 0.1545 0.0 -0.1 0.1 0.38
H -1.2017 -0.6426 2.3494 0.1 0.1 -0.2 0.35
H 0.2634 0.3197 2.5504 0.0 -0.1 -0.1 0.35
H 0.3324 -1.2800 1.7497 0.0 0.1 0.0 0.34
H 2.0386 1.4891 -0.4491 -0.2 -0.1 0.1 0.36
H 2.0588 0.2227 0.8474 -0.2 0.0 -0.1 0.29
H 0.8729 -1.0033 -0.9068 0.1 0.0 -0.1 0.36

=====

In order of appearance, max |F| = 6.0 3.2 6.5 3.7 5.8 0.3 eV/A.